{"formula": "C3H34NO15", "method": "wB97M-V/def2-TZVPD", "multiplicity": 1, "de_lowest_kj_mol": 49.8, "total_charge": 1, "e_tot_ha": -1317.86804, "orbital_gap_ev": 10.25, "symbols": ["O", "O", "O", "O", "O", "O", "O", "O", "O", "O", "O", "O", "O", "O", "O", "N", "C", "C", "C", "H", "H", "H", "H", "H", "H", "H", "H", "H", "H", "H", "H", "H", "H", "H", "H", "H", "H", "H", "H", "H", "H", "H", "H", "H", "H", "H", "H", "H", "H", "H", "H", "H", "H"], "xyz": [[-2.737, -2.408, 1.046], [-0.247, 1.614, -2.471], [1.547, 2.198, 1.638], [0.913, -4.138, -0.076], [1.398, -1.585, 3.244], [-3.090, 1.699, -1.210], [-2.189, -1.181, -2.666], [-0.543, -2.625, 1.466], [1.234, -0.621, -3.074], [-4.227, -0.153, 0.410], [4.809, 1.785, 0.556], [3.216, -0.385, 1.736], [0.605, 5.023, 1.048], [-1.998, -4.571, -0.158], [1.243, 3.545, -1.370], [0.669, -0.644, -0.005], [-1.509, -1.931, 1.307], [-1.459, -0.414, 1.382], [-0.570, 0.225, 0.297], [-1.076, 0.233, -0.656], [2.003, -0.929, -3.565], [-0.247, 5.030, 1.485], [0.857, 3.047, -0.629], [2.227, -1.087, 3.307], [-2.672, -3.217, 0.453], [-2.982, -0.637, -2.623], [-1.522, -4.664, -0.992], [5.493, 1.550, -0.083], [0.853, -4.679, 0.717], [-2.458, -0.027, 1.105], [0.869, -0.515, -0.999], [0.798, 5.760, 0.469], [3.738, 0.277, 1.244], [-1.233, 0.006, 2.350], [-3.773, -1.008, 0.328], [0.179, 2.404, -2.109], [-2.750, -5.167, -0.236], [-1.204, 1.549, -2.461], [-5.109, -0.364, 0.732], [3.695, -1.148, 1.375], [1.734, -2.355, 2.772], [-1.494, -0.643, -3.056], [1.487, 3.133, 1.845], [1.425, -0.263, 0.553], [1.587, -4.563, -0.609], [-0.191, 1.173, 0.677], [0.412, -1.632, 0.094], [1.123, 0.292, -3.376], [-3.355, 2.604, -1.008], [1.273, 4.401, -0.929], [-3.801, 1.192, -0.764], [2.252, 2.069, 0.995], [4.795, 2.745, 0.493]]}